Entry 1:
A 6-piece molecular cluster, C40H71NO8P overall. Source: the OMol25 dataset; level of theory: ωB97M-V/def2-TZVPD.

```
121
Properties=species:S:1:pos:R:3:lowdin_charge:R:1
C -4.718 3.547 -0.382 0.221
C -4.195 2.731 -1.076 -0.099
N -3.316 2.076 -1.884 0.004
C -2.370 1.240 -1.533 -0.032
C -2.127 0.826 -0.189 -0.140
C -3.169 0.525 0.678 -0.034
C -2.928 0.142 1.963 -0.043
C -1.629 0.066 2.437 -0.019
C -0.589 0.350 1.584 -0.028
C -0.818 0.728 0.284 0.020
C -1.627 0.852 -2.799 -0.193
C -0.988 -0.529 -2.872 -0.067
C 0.279 -0.800 -2.081 -0.194
C 0.310 -1.999 -1.392 -0.044
C 1.400 -2.384 -0.664 -0.069
C 2.504 -1.574 -0.576 -0.053
C 2.496 -0.377 -1.263 -0.030
C 1.408 0.014 -2.012 -0.238
C 1.537 1.329 -2.758 -0.013
C -2.821 0.928 -3.826 -0.210
P -2.283 1.097 -5.580 0.463
O -2.794 -0.013 -6.370 -0.228
O -0.670 1.164 -5.606 -0.106
O -2.793 2.497 -6.185 -0.100
C -3.404 2.294 -3.356 -0.053
H -5.213 4.254 0.234 0.058
H -4.180 0.581 0.304 0.113
H -3.734 -0.094 2.638 0.116
H -1.394 -0.219 3.451 0.115
H 0.433 0.292 1.923 0.123
H 0.003 0.947 -0.378 0.106
H -1.039 1.719 -3.088 0.130
H -0.848 -0.828 -3.908 0.134
H -1.737 -1.212 -2.476 0.101
H -0.537 -2.671 -1.433 0.113
H 1.428 -3.330 -0.144 0.107
H 3.379 -1.863 -0.018 0.113
H 3.357 0.269 -1.225 0.104
H 1.255 1.213 -3.801 0.075
H 0.868 2.065 -2.305 0.072
H 2.539 1.726 -2.636 0.065
H -3.547 0.127 -3.768 0.142
H -0.385 2.064 -5.819 0.091
H -2.304 3.273 -5.878 0.084
H -2.841 3.156 -3.679 0.131
H -4.468 2.314 -3.565 0.146
C -1.525 -3.393 7.649 -0.073
C -1.666 -2.058 6.939 -0.277
O -1.674 -2.157 5.523 -0.178
C -2.714 -2.941 4.960 -0.282
C -4.109 -2.435 5.289 -0.070
H -0.613 -3.900 7.329 0.079
H -1.481 -3.241 8.727 0.081
H -2.364 -4.059 7.442 0.068
H -0.809 -1.429 7.183 0.119
H -2.556 -1.525 7.290 0.108
H -2.604 -3.990 5.250 0.107
H -2.567 -2.901 3.879 0.105
H -4.313 -2.462 6.360 0.070
H -4.858 -3.051 4.791 0.081
H -4.229 -1.402 4.957 0.070
C 4.962 3.938 -3.166 -0.068
C 5.237 3.181 -1.878 -0.279
O 5.394 1.782 -2.052 -0.186
C 6.455 1.370 -2.900 -0.275
C 7.827 1.823 -2.435 -0.075
H 4.068 3.547 -3.657 0.069
H 4.810 4.997 -2.950 0.069
H 5.788 3.857 -3.873 0.071
H 4.387 3.300 -1.203 0.113
H 6.105 3.602 -1.362 0.111
H 6.267 1.695 -3.929 0.108
H 6.418 0.281 -2.906 0.119
H 7.918 2.910 -2.419 0.068
H 8.596 1.435 -3.103 0.080
H 8.027 1.460 -1.426 0.083
C -4.176 -2.361 -0.849 -0.065
C -3.595 -3.261 0.229 -0.285
O -4.565 -3.937 0.997 -0.158
C -5.431 -4.812 0.289 -0.269
C -4.713 -5.937 -0.436 -0.071
H -4.845 -1.625 -0.398 0.077
H -3.367 -1.839 -1.363 0.047
H -4.748 -2.910 -1.597 0.077
H -3.029 -2.649 0.935 0.104
H -2.883 -3.973 -0.205 0.105
H -6.063 -4.245 -0.403 0.108
H -6.096 -5.234 1.041 0.121
H -4.038 -5.565 -1.209 0.067
H -5.437 -6.594 -0.917 0.082
H -4.120 -6.525 0.266 0.076
C 4.735 9.785 -1.064 -0.076
C 4.558 8.561 -1.947 -0.280
O 4.391 7.350 -1.227 -0.172
C 3.276 7.285 -0.359 -0.283
C 1.938 7.461 -1.058 -0.082
H 5.590 9.654 -0.400 0.084
H 4.902 10.669 -1.680 0.080
H 3.858 9.974 -0.443 0.066
H 5.454 8.421 -2.550 0.119
H 3.728 8.706 -2.648 0.106
H 3.384 8.008 0.457 0.109
H 3.317 6.295 0.096 0.115
H 1.843 8.442 -1.524 0.067
H 1.123 7.353 -0.340 0.075
H 1.816 6.709 -1.841 0.074
C 1.851 -6.507 4.538 -0.075
C 1.619 -5.239 3.734 -0.279
O 1.558 -5.446 2.333 -0.167
C 0.536 -6.311 1.873 -0.279
C -0.866 -5.845 2.224 -0.073
H 2.771 -6.997 4.219 0.083
H 1.931 -6.269 5.599 0.077
H 1.036 -7.222 4.420 0.067
H 2.454 -4.555 3.892 0.118
H 0.720 -4.718 4.083 0.102
H 0.706 -7.332 2.232 0.110
H 0.646 -6.342 0.789 0.116
H -1.030 -5.804 3.302 0.064
H -1.607 -6.525 1.801 0.075
H -1.044 -4.844 1.825 0.070
```

Summary:
Energy in eV: -69782.372
Net charge: +1
Strongest force on any atom in Eh/bohr: 0.0579

---

Entry 2:
C40H74BrClFI2N2O12P2Si2 as an isolated structure. Source: the OMol25 dataset; level of theory: ωB97M-V/def2-TZVPD.

```
137
Properties=species:S:1:pos:R:3:lowdin_charge:R:1
C 5.842 -2.678 2.977 -0.107
C 6.148 -3.602 1.788 -0.247
C 5.841 -2.929 0.415 -0.212
C 4.459 -3.392 -0.119 -0.201
C 4.022 -2.390 -1.241 -0.197
C 3.074 -1.290 -0.697 -0.261
C 1.935 -0.799 -1.624 -0.494
P 2.954 0.446 -2.718 0.962
P 4.459 -0.456 -3.992 0.251
O 4.436 0.336 -5.220 -0.302
O 5.935 -0.269 -3.329 -0.156
O 4.321 -2.017 -4.360 -0.189
C 0.966 -1.868 -2.358 -0.545
Cl 1.222 -1.534 -4.124 0.808
C 1.072 -3.304 -1.820 -0.627
I 0.882 -3.734 0.297 1.000
C 1.343 -4.408 -2.557 -0.768
C 1.639 -4.424 -4.042 -0.205
I 1.481 -6.393 -1.749 0.895
C -0.553 -1.251 -2.219 -0.424
O -1.265 -2.036 -1.241 -0.205
Si -1.793 -1.528 -3.697 0.559
C -1.686 -3.304 -4.387 -0.147
C -1.754 -0.393 -5.187 -0.187
C -3.583 -1.438 -3.046 -0.150
C -0.380 0.202 -1.636 -0.424
F -0.278 0.933 -2.855 -0.080
Si -1.899 1.106 -0.798 0.572
C -3.132 0.031 0.121 -0.179
C -1.507 2.554 0.358 -0.175
C -2.882 1.932 -2.201 -0.149
N 0.973 0.192 -0.963 -0.293
Br 0.345 -0.400 0.818 1.042
C 1.551 1.541 -0.534 -0.449
C 1.272 2.680 -1.220 -0.070
C 1.774 3.899 -0.792 -0.018
C 2.531 3.898 0.359 -0.029
C 2.742 2.676 0.970 -0.098
N 2.268 1.517 0.563 0.076
H 4.879 -2.165 2.872 0.069
H 5.743 -3.322 3.863 0.072
H 6.666 -1.995 3.209 0.072
H 7.166 -3.999 1.830 0.107
H 5.461 -4.457 1.862 0.076
H 6.644 -3.137 -0.305 0.110
H 5.852 -1.840 0.584 0.105
H 4.621 -4.399 -0.513 0.113
H 3.789 -3.369 0.742 0.055
H 4.950 -1.924 -1.584 0.075
H 3.633 -2.992 -2.065 0.086
H 3.706 -0.408 -0.518 0.079
H 2.759 -1.592 0.306 0.033
H 2.090 1.017 -3.681 -0.035
H 5.802 -0.013 -2.402 0.058
H 5.174 -2.470 -4.268 0.098
H 0.872 -4.007 -4.688 0.029
H 1.874 -5.430 -4.394 0.047
H 2.545 -3.826 -4.212 0.049
H -1.574 -2.862 -1.637 0.074
H -2.684 -3.541 -4.767 0.045
H -1.042 -3.237 -5.271 0.028
H -1.322 -4.040 -3.664 0.033
H -2.645 -0.595 -5.800 0.050
H -0.897 -0.607 -5.840 0.022
H -1.727 0.684 -4.994 0.027
H -3.746 -2.016 -2.134 0.041
H -3.977 -0.420 -3.004 0.023
H -4.161 -1.948 -3.832 0.043
H -2.672 -0.850 0.588 0.026
H -3.960 -0.301 -0.502 0.016
H -3.557 0.598 0.958 0.037
H -0.755 2.367 1.132 0.019
H -2.438 2.848 0.861 0.045
H -1.199 3.433 -0.226 0.025
H -2.442 2.926 -2.370 0.038
H -2.863 1.376 -3.139 0.001
H -3.905 2.110 -1.849 0.054
H 0.659 2.675 -2.114 0.122
H 1.582 4.814 -1.340 0.131
H 2.938 4.810 0.782 0.118
H 3.324 2.686 1.893 0.128
O -5.882 -0.483 0.835 0.085
C -6.334 -0.227 1.919 -0.516
O -6.131 1.005 2.417 -0.013
C -6.748 1.516 3.604 -0.229
C -5.979 1.112 4.844 -0.054
C -7.031 -1.267 2.758 0.020
H -7.801 1.233 3.654 0.120
H -6.721 2.599 3.506 0.099
H -5.963 0.029 4.972 0.068
H -6.426 1.557 5.733 0.087
H -4.943 1.442 4.767 0.084
H -6.281 -1.870 3.269 0.099
H -7.613 -1.905 2.096 0.093
H -7.723 -0.856 3.489 0.073
O 4.284 -6.409 3.334 0.103
C 4.605 -7.320 2.621 -0.526
O 4.775 -7.088 1.304 -0.023
C 5.327 -8.036 0.384 -0.228
C 4.270 -8.991 -0.136 -0.064
C 4.738 -8.727 3.149 0.018
H 6.181 -8.555 0.821 0.118
H 5.714 -7.443 -0.444 0.121
H 3.836 -9.594 0.661 0.073
H 4.695 -9.662 -0.882 0.088
H 3.458 -8.420 -0.584 0.008
H 3.748 -9.180 3.199 0.099
H 5.158 -8.677 4.151 0.094
H 5.397 -9.362 2.562 0.071
O -4.420 4.468 3.313 0.101
C -4.813 5.043 2.332 -0.522
O -4.168 6.150 1.921 -0.025
C -4.429 6.811 0.676 -0.227
C -5.591 7.775 0.790 -0.056
C -6.059 4.593 1.609 0.021
H -4.564 6.085 -0.128 0.114
H -3.520 7.367 0.443 0.120
H -6.518 7.259 1.043 0.069
H -5.739 8.308 -0.149 0.086
H -5.403 8.500 1.582 0.089
H -6.933 4.986 2.128 0.105
H -6.084 3.505 1.630 0.070
H -6.096 4.888 0.563 0.074
O 0.157 9.811 2.087 0.119
C 0.249 8.629 2.260 -0.524
O -0.630 7.804 1.649 -0.005
C -0.503 6.383 1.635 -0.240
C -1.092 5.760 2.885 -0.048
C 1.270 8.050 3.211 0.013
H 0.535 6.084 1.470 0.094
H -1.067 6.041 0.765 0.110
H -0.567 6.090 3.782 0.074
H -1.037 4.671 2.835 0.076
H -2.135 6.053 2.999 0.063
H 0.884 8.119 4.227 0.099
H 2.181 8.641 3.133 0.092
H 1.543 7.018 2.998 0.061
```

Summary:
Energy in eV: -206039.936
Net charge: +1
Strongest force on any atom in Eh/bohr: 0.0509

---

Which of these has the highest energy? C40H71NO8P